{"formula": "C25H52NO6Si3Ti", "method": "ωB97M-V/def2-TZVPD", "elements": ["Ti", "C", "C", "O", "C", "C", "O", "C", "C", "O", "C", "C", "O", "C", "C", "O", "H", "H", "H", "H", "H", "H", "H", "H", "H", "H", "H", "H", "H", "H", "H", "H", "H", "H", "H", "H", "C", "O", "Si", "C", "C", "C", "Si", "C", "C", "C", "Si", "C", "C", "C", "H", "H", "H", "H", "H", "H", "H", "H", "H", "H", "H", "H", "H", "H", "H", "H", "H", "H", "H", "H", "H", "H", "H", "H", "H", "H", "H", "C", "C", "C", "N", "C", "C", "H", "H", "H", "H", "H"], "positions_angstrom": [[-0.027800, -0.597933, 0.013614], [-2.800480, 0.590819, 0.844267], [-3.262966, -0.180164, -0.362038], [-2.071638, -0.775678, -0.918811], [-2.375011, -1.722005, -1.964763], [-1.063235, -1.924296, -2.653324], [-0.097176, -2.261620, -1.638739], [-0.057125, -3.700599, -1.414805], [1.247771, -4.066086, -0.752793], [1.511944, -3.224482, 0.364257], [1.152817, -3.797737, 1.616659], [-0.343925, -3.916540, 1.741027], [-0.939546, -2.696999, 1.248180], [-2.313867, -2.580034, 1.619691], [-2.440484, -1.258703, 2.317949], [-1.814347, -0.216138, 1.515414], [-3.623254, 0.827473, 1.518046], [-2.304559, 1.508809, 0.569659], [-3.731456, 0.468035, -1.103046], [-3.963620, -0.977563, -0.107063], [-3.124641, -1.306984, -2.638898], [-2.770846, -2.637607, -1.519461], [-0.739221, -0.990158, -3.104052], [-1.101515, -2.697068, -3.419073], [-0.107459, -4.192634, -2.386907], [-0.926338, -3.989818, -0.828501], [2.068201, -3.945515, -1.457369], [1.222204, -5.119906, -0.464207], [1.548571, -3.137374, 2.384307], [1.617885, -4.778409, 1.743358], [-0.611447, -4.062678, 2.789572], [-0.742773, -4.759996, 1.171857], [-2.609241, -3.382301, 2.296702], [-2.938081, -2.654053, 0.729151], [-1.919452, -1.296045, 3.272125], [-3.479330, -0.991249, 2.505994], [2.738862, -1.313653, -1.567523], [1.704611, -0.476115, -0.974407], [1.521789, 1.153094, -1.591552], [3.047193, 2.140311, -1.220414], [1.441578, 0.874488, -3.426252], [-0.030139, 1.340495, -0.497563], [0.402991, 2.629238, 1.023373], [0.505239, 4.387281, 0.402552], [-0.909173, 2.706995, 2.357605], [2.060249, 2.294509, 1.836495], [-1.153019, 2.437038, -1.750536], [-0.032142, 3.711186, -2.565942], [-2.582688, 3.341329, -0.950926], [-1.895587, 1.469555, -3.168723], [3.019281, -2.082420, -0.858349], [3.599083, -0.682100, -1.785245], [2.357513, -1.755576, -2.483772], [3.549258, 2.372457, -2.162311], [3.754420, 1.587138, -0.599081], [2.843467, 3.084281, -0.717473], [2.454774, 0.577155, -3.717432], [1.220097, 1.778789, -3.991008], [0.770426, 0.088352, -3.763542], [-0.426841, 4.809049, 0.034432], [1.294466, 4.594964, -0.317528], [0.758310, 4.941646, 1.313833], [-1.805661, 3.239831, 2.039875], [-0.445684, 3.331477, 3.129388], [-1.213469, 1.783713, 2.839190], [2.728891, 1.614615, 1.318249], [1.929780, 1.935152, 2.858281], [2.578844, 3.253884, 1.906108], [-0.202045, 4.702810, -2.152177], [-0.335736, 3.746869, -3.616903], [1.048545, 3.557557, -2.565666], [-2.409882, 3.749437, 0.042361], [-3.505968, 2.759860, -0.931724], [-2.778360, 4.194987, -1.608289], [-1.165853, 1.069802, -3.870500], [-2.461644, 2.225948, -3.724536], [-2.609992, 0.693947, -2.910761], [2.708350, -0.775488, 4.153247], [1.357682, -0.468629, 4.225196], [0.625683, -0.373063, 3.061463], [1.144640, -0.582377, 1.833896], [2.468527, -0.854872, 1.780151], [3.267828, -0.958282, 2.897766], [3.310240, -0.856314, 5.049237], [0.869421, -0.287284, 5.172883], [-0.405742, -0.083538, 3.101047], [2.900088, -1.005748, 0.810325], [4.318910, -1.180555, 2.775179]], "forces_ev_per_angstrom": [[-0.46, 0.13, -0.13], [0.00, -0.02, -0.01], [0.01, 0.00, 0.00], [-0.04, -0.07, 0.02], [0.01, 0.02, -0.03], [0.01, 0.00, 0.02], [0.02, -0.05, 0.02], [0.00, 0.00, -0.01], [0.00, 0.03, 0.01], [0.01, 0.00, -0.01], [0.01, 0.01, -0.02], [0.00, 0.00, 0.02], [0.04, 0.02, 0.07], [0.00, -0.02, -0.03], [0.00, 0.01, 0.01], [-0.02, -0.04, 0.02], [0.00, 0.01, 0.01], [0.02, 0.03, 0.00], [-0.01, 0.01, 0.00], [-0.01, 0.00, 0.00], [0.00, 0.01, -0.01], [-0.01, 0.00, 0.01], [0.00, 0.00, -0.01], [-0.01, 0.00, -0.01], [-0.01, 0.00, -0.01], [-0.01, -0.01, 0.00], [0.02, 0.00, -0.01], [0.00, 0.00, 0.00], [0.02, 0.01, 0.00], [0.00, -0.01, 0.00], [0.00, 0.01, 0.01], [0.00, 0.00, 0.00], [-0.01, 0.00, 0.00], [0.00, -0.01, -0.01], [0.00, 0.01, 0.01], [0.00, 0.01, 0.01], [0.01, -0.01, -0.03], [0.24, -0.04, -0.07], [0.09, -0.03, 0.09], [0.00, 0.04, -0.01], [-0.01, -0.02, -0.02], [0.09, -0.01, 0.02], [-0.02, 0.05, 0.01], [0.00, 0.01, -0.01], [0.01, 0.02, -0.03], [0.02, -0.01, 0.02], [-0.05, 0.01, 0.00], [0.02, -0.03, -0.10], [0.00, -0.02, 0.04], [-0.01, 0.02, -0.03], [-0.01, -0.01, 0.02], [-0.01, 0.01, -0.01], [-0.01, 0.01, 0.00], [-0.02, 0.00, -0.01], [-0.01, 0.00, -0.01], [0.03, -0.02, 0.01], [0.00, 0.01, -0.01], [-0.01, -0.01, 0.02], [0.02, 0.00, 0.01], [0.00, 0.00, 0.00], [-0.01, -0.01, 0.01], [0.00, -0.01, 0.00], [0.00, -0.01, 0.00], [-0.02, 0.00, 0.00], [0.01, -0.03, 0.00], [-0.01, 0.03, 0.01], [0.01, 0.00, -0.02], [-0.01, 0.00, 0.00], [-0.04, -0.01, 0.01], [0.04, 0.00, 0.00], [-0.02, 0.02, 0.06], [0.00, 0.01, 0.00], [0.01, 0.00, 0.01], [0.00, -0.01, 0.00], [-0.02, 0.00, 0.00], [0.01, 0.00, 0.00], [0.00, 0.02, 0.01], [0.00, 0.00, 0.00], [0.01, -0.01, 0.02], [-0.03, 0.00, -0.03], [0.16, -0.02, 0.02], [-0.05, -0.02, 0.04], [0.01, -0.01, 0.02], [0.00, 0.00, -0.01], [0.00, 0.00, 0.00], [-0.01, 0.00, 0.00], [0.00, 0.00, -0.01], [0.00, 0.00, 0.00]], "max_force_ev_per_a": 0.49, "orbital_gap_ev": 8.14, "lumo_ha": -0.370, "charge": 3}